(1)
This record from the Open Molecules 2025 dataset describes C4H8NO2P in the gas phase. The level of theory is ωB97M-V with the def2-TZVPD basis set.

Geometry as XYZ:
```
16
Properties=species:S:1:pos:R:3
C 0.929 0.508 0.096
C 0.489 0.256 -1.288
C 1.649 1.875 0.239
C -1.929 -1.393 1.329
N 0.993 0.737 -2.303
O 0.793 -0.303 0.990
O -1.900 -0.716 0.222
P -1.026 -1.121 -1.234
H 1.565 2.352 -0.769
H 1.144 2.505 1.067
H 2.701 1.557 0.649
H -1.185 -2.243 1.521
H -2.984 -1.768 1.358
H -1.892 -0.645 2.133
H 0.808 0.523 -3.261
H -0.156 -2.122 -0.748
```

Computed properties:
2S+1	1
SMILES	[H]/N=C(\POC)C(C)=O
electronic energy	-703.70732	Eh
E_LUMO	-0.24	eV
relative energy (zero: lowest compared OMol25 entry of this formula, charge and spin)	3.263	eV

(2)
This record from the Open Molecules 2025 dataset describes an isolated ion of composition C12H13IN2O and charge +2. The level of theory is ωB97M-V with the def2-TZVPD basis set.

Geometry as XYZ:
```
29
Properties=species:S:1:pos:R:3
C -1.745 -0.599 3.909
O -2.478 0.598 3.592
C -2.936 0.657 2.297
N -1.855 0.514 1.265
C -0.781 1.300 1.322
C 0.238 1.168 0.412
C 0.155 0.191 -0.584
C 1.257 -0.014 -1.569
C 2.065 1.036 -2.027
C 3.060 0.768 -2.921
N 3.294 -0.464 -3.407
I 4.802 -0.705 -4.800
C 2.532 -1.474 -2.970
C 1.526 -1.298 -2.054
C -1.004 -0.587 -0.612
C -1.998 -0.422 0.316
H -0.738 -0.288 4.220
H -1.653 -1.308 3.073
H -2.196 -1.148 4.744
H -3.756 -0.045 2.078
H -3.363 1.663 2.164
H -0.752 2.047 2.115
H 1.104 1.824 0.480
H 1.880 2.033 -1.634
H 3.709 1.567 -3.278
H 2.729 -2.473 -3.357
H 0.959 -2.163 -1.720
H -1.154 -1.355 -1.372
H -2.901 -1.027 0.318
```

Computed properties:
2S+1	1
electronic energy	-946.89764	Eh
E_LUMO	-8.28	eV
total charge	+2

(3)
This record from the Open Molecules 2025 dataset describes a 2-piece molecular cluster, C5H5NO2 overall. The level of theory is ωB97M-V with the def2-TZVPD basis set.

Geometry as XYZ:
```
13
Properties=species:S:1:pos:R:3
C -0.130 0.432 0.077
C -0.782 0.396 -1.319
C 0.807 -0.718 -0.598
C -0.704 -0.492 1.111
C -0.801 -1.371 2.093
H 0.675 1.955 -0.246
H 1.713 1.036 0.916
H -2.000 0.518 -1.152
H -0.247 1.378 -2.044
H -0.734 -2.447 2.656
N 0.419 1.529 0.603
O -0.111 -0.882 -1.574
O 1.896 -1.333 -0.523
```

Computed properties:
2S+1	1
electronic energy	-398.48605	Eh
E_LUMO	0.07	eV
relative energy (zero: lowest compared OMol25 entry of this formula, charge and spin)	7.957	eV

(4)
This record from the Open Molecules 2025 dataset describes C11H8BrO5S as an isolated structure. The level of theory is ωB97M-V with the def2-TZVPD basis set.

Geometry as XYZ:
```
26
Properties=species:S:1:pos:R:3
C -1.295 1.188 1.440
C -0.254 1.487 2.246
C 0.187 0.290 2.961
O 1.042 0.068 3.783
O -0.654 -0.746 2.502
C -1.592 -0.241 1.594
O -2.418 -0.953 1.071
H -1.897 1.844 0.830
H 0.202 2.446 2.405
Br -0.969 0.213 -3.160
C -1.164 1.505 -1.854
S -0.617 3.090 -2.337
C -1.405 3.466 -3.916
C -0.804 3.100 -5.121
C -1.412 3.437 -6.329
C -2.630 4.122 -6.351
C -3.222 4.479 -5.136
C -2.617 4.151 -3.924
O -1.174 4.023 -1.374
O 0.792 3.068 -2.653
H -1.016 1.188 -0.821
H 0.143 2.564 -5.123
H -0.937 3.152 -7.268
H -3.123 4.350 -7.298
H -4.172 5.010 -5.131
H -3.077 4.433 -2.978
```

Computed properties:
2S+1	1
electronic energy	-3772.36787	Eh
E_LUMO	1.28	eV
total charge	-1

(5)
This record from the Open Molecules 2025 dataset describes C24H42Cl3N4O3PdSSi as an isolated structure. The level of theory is ωB97M-V with the def2-TZVPD basis set.

Geometry as XYZ:
```
79
Properties=species:S:1:pos:R:3
C -0.462 0.150 -4.130
C 0.076 -1.234 -3.944
H 0.359 0.821 -4.406
H -0.901 0.484 -3.184
H -1.220 0.202 -4.932
C 0.755 -1.880 -4.912
C 1.169 -1.241 -6.180
H 1.053 -2.930 -4.853
H 1.612 -0.260 -5.997
H 0.319 -1.105 -6.850
H 1.881 -1.883 -6.700
Pd -2.764 0.307 0.208
Cl -4.575 -0.054 1.679
Cl -3.226 -1.595 -1.018
C -1.860 -0.820 3.784
O -1.154 0.161 4.018
N -1.537 -2.095 4.112
C -0.312 -2.399 4.817
C -2.429 -3.205 3.814
H -2.844 -0.755 3.268
H -0.040 -1.579 5.481
H 0.518 -2.559 4.121
H -0.456 -3.326 5.376
H -3.434 -2.793 3.662
H -2.415 -3.911 4.656
H -2.126 -3.742 2.900
H 0.688 6.031 -1.159
H 2.092 3.499 -1.780
C 1.773 6.181 -1.032
C 2.915 4.020 -1.295
N 2.425 5.046 -0.404
H 1.908 7.080 -0.422
C 2.216 4.796 0.921
O 2.369 3.707 1.473
H 3.506 3.280 -0.754
H 1.893 5.720 1.466
H 2.235 6.331 -2.013
H 3.491 4.527 -2.067
O -0.117 -1.059 -1.507
C -0.301 -1.923 -2.611
C 1.636 -3.648 -2.735
C 0.300 -3.332 -2.453
H 2.346 -2.856 -3.031
C 2.087 -4.973 -2.620
H -1.400 -2.032 -2.657
C -0.586 -4.341 -2.077
H 3.147 -5.179 -2.796
C 1.198 -5.971 -2.209
C -0.142 -5.658 -1.975
H -1.606 -4.044 -1.826
H 1.577 -6.968 -1.985
H -0.840 -6.424 -1.646
Si 1.219 -0.883 -0.310
Cl 1.749 0.910 -1.231
C 2.904 -1.545 -0.888
C -0.066 -2.057 0.691
C 1.525 -0.249 1.513
H 2.969 -2.627 -0.988
H 3.609 -1.233 -0.109
H 3.244 -1.105 -1.844
H 2.255 0.557 1.581
H 1.858 -1.041 2.184
H 0.615 0.109 1.990
H -0.168 -3.049 0.238
H -1.085 -1.627 0.635
H 0.140 -2.212 1.758
C -0.852 4.915 2.751
N -2.097 4.186 2.953
C -3.051 4.553 3.884
C -4.062 3.652 3.801
N -3.699 2.724 2.835
C -2.467 3.009 2.330
S -1.581 2.171 1.147
H 0.023 4.303 2.992
H -0.786 5.232 1.708
H -0.879 5.800 3.399
H -2.932 5.423 4.507
H -4.976 3.639 4.360
H -4.206 1.874 2.516
```

Computed properties:
2S+1	3
electronic energy	-3580.66117	Eh
E_LUMO (alpha / beta)	2.18 / -0.05	eV
relative energy (zero: lowest compared OMol25 entry of this formula, charge and spin)	0.904	eV
total charge	-1
<S²>	2.0089

(6)
This record from the Open Molecules 2025 dataset describes C4H4N2S in the gas phase. The level of theory is ωB97M-V with the def2-TZVPD basis set.

Geometry as XYZ:
```
11
Properties=species:S:1:pos:R:3
C 1.323 0.421 -0.898
C 1.033 0.105 0.430
C -0.753 0.026 -0.871
C -1.129 -0.558 1.429
N 0.231 0.295 -1.662
N -0.296 -0.047 0.468
S -0.585 -0.592 2.952
H 2.185 0.657 -1.483
H 1.488 -0.050 1.383
H -1.698 -0.125 -1.225
H -2.057 -0.919 1.254
```

Computed properties:
2S+1	1
SMILES	S=Cn1ccnc1
electronic energy	-662.47087	Eh
E_LUMO	-0.76	eV
relative energy (zero: lowest compared OMol25 entry of this formula, charge and spin)	1.490	eV